Computed, not measured: a molecular structure, C41H37AsN3O2SY, with ωB97M-V/def2-TZVPD.

ORCA input file:
```
! wB97M-V def2-TZVPD RIJCOSX def2/J DEFGRID3
* xyz 0 1
Y -0.89897 -0.84614 0.22352
C 1.43489 -2.09758 2.53779
N -0.02441 -2.02568 2.39123
C -0.56166 -3.39758 2.32867
C -0.63058 -1.27730 3.48893
C -0.59384 -1.76509 4.78475
C -1.24371 -1.11561 5.82187
C -1.95435 0.04167 5.54046
C -1.97402 0.56119 4.25985
C -1.29056 -0.06228 3.19818
N -1.31004 0.40038 1.89836
C -1.86465 1.64804 1.57516
C -1.48964 2.83763 2.19848
C -1.98857 4.05568 1.76887
C -2.84953 4.10890 0.68679
C -3.25281 2.93470 0.06590
C -2.79361 1.70484 0.51381
N -3.23837 0.43512 -0.00548
C -4.14684 -0.21362 0.96187
C -3.93160 0.51637 -1.29172
H 1.72723 -2.70071 3.40492
H 1.84341 -1.09538 2.66134
H 1.86468 -2.54921 1.64242
H -0.24711 -3.99967 3.18812
H -0.19407 -3.87629 1.42305
H -1.64840 -3.36811 2.29597
H -0.05329 -2.68205 4.99005
H -1.20619 -1.51449 6.82653
H -2.50854 0.54285 6.32450
H -2.53656 1.46139 4.05387
H -0.78259 2.79228 3.01796
H -1.68691 4.96649 2.27157
H -3.22685 5.05977 0.33380
H -3.94676 2.98860 -0.76198
H -5.08177 0.35291 1.04574
H -3.68801 -0.26929 1.94722
H -4.36779 -1.22389 0.61712
H -4.91840 0.98650 -1.18827
H -4.07008 -0.49592 -1.67020
H -3.33509 1.06760 -2.00979
O -2.16667 -2.57298 -0.21528
C -1.23201 -2.82081 -1.04291
O -0.02719 -2.71415 -0.68573
C -1.55649 -2.93909 -2.49016
C -1.98368 -4.09591 -3.11894
C -2.28320 -4.07180 -4.47271
C -2.14612 -2.88453 -5.18037
C -1.73325 -1.72311 -4.54834
C -1.44796 -1.72190 -3.18094
S -1.01773 -0.22381 -2.36771
H -2.07021 -5.01197 -2.54655
H -2.62445 -4.97219 -4.96615
H -2.37066 -2.86801 -6.24008
H -1.63299 -0.79771 -5.10147
C 6.34817 0.63929 1.11585
C 6.08506 0.06060 -0.11643
C 4.77874 -0.21689 -0.49388
C 3.72628 0.09502 0.35842
C 3.99669 0.64221 1.60862
C 5.30212 0.91780 1.98349
As 1.83760 -0.13396 -0.21135
C 1.55669 1.77362 -0.47769
C 1.29522 2.71703 0.50014
C 1.16231 4.05185 0.14641
C 1.25265 4.42506 -1.18693
C 1.51687 3.48327 -2.16927
C 1.69956 2.15042 -1.82152
C 2.05445 1.05292 -2.73098
C 2.23364 1.14768 -4.10365
C 2.50050 0.00746 -4.84648
C 2.59346 -1.23365 -4.23269
C 2.42855 -1.34012 -2.85850
C 2.16750 -0.20024 -2.11888
H 7.36522 0.87886 1.39820
H 6.89846 -0.17482 -0.79083
H 4.57835 -0.66198 -1.45853
H 3.18148 0.86998 2.28715
H 5.50429 1.34827 2.95614
H 1.20191 2.41390 1.53653
H 0.97127 4.79799 0.90583
H 1.11560 5.46312 -1.46258
H 1.58175 3.79417 -3.20463
H 2.13519 2.10336 -4.60359
H 2.63082 0.08561 -5.91856
H 2.78368 -2.12058 -4.82330
H 2.47450 -2.30627 -2.37038
*
```

**Total energy**: -4571.76616 hartree
**Energy above the lowest of the compared OMol25 structures with the same formula, charge and spin**: 1.337 eV
**HOMO**: -7.1 eV

Löwdin population analysis, charges in e, atoms 1 to 6: Y 1.1915; C -0.0995; N -0.2539; C -0.0780; C -0.2049; C -0.0415



Computed, not measured: a molecular structure, C15H17OsSe, with ωB97M-V/def2-TZVPD.

ORCA input file:
```
! wB97M-V def2-TZVPD RIJCOSX def2/J DEFGRID3
* xyz 3 1
Os -1.11512 1.12895 0.66521
C 0.79412 1.86122 -0.17217
C 0.27435 2.93254 0.61712
C -0.07636 2.69156 1.95162
C 0.05807 1.38143 2.50004
C 0.63696 0.33637 1.73030
C 1.00429 0.58040 0.38041
H 0.99237 2.01646 -1.22625
H 0.07925 3.88738 0.14482
H -0.54498 3.47205 2.53872
H -0.28986 1.17208 3.50381
H 0.73126 -0.65663 2.15125
H 1.39894 -0.21678 -0.23604
C -8.10099 0.39899 -0.09219
C -6.69328 0.03829 -0.04327
C -6.24354 -1.23859 -0.43951
C -4.92347 -1.57594 -0.39492
C -4.46455 -2.93176 -0.79523
C -3.95357 -0.53546 0.05701
Se -2.22926 -0.89553 -0.14056
C -4.42185 0.76122 0.54100
C -3.51118 1.85772 1.05215
C -5.73561 1.02436 0.45398
H -8.74982 -0.39918 -0.43839
H -8.22252 1.28921 -0.73332
H -8.43037 0.76290 0.89428
H -6.97195 -1.96493 -0.77722
H -5.31411 -3.56219 -1.04461
H -3.90231 -3.41581 0.00745
H -3.81369 -2.88837 -1.67406
H -2.57033 1.57442 1.63902
H -3.98693 2.36293 1.89670
H -3.32283 2.62378 0.29178
H -6.12812 1.98610 0.76669
*
```

**Total energy**: -3072.69947 hartree
**HOMO (spin up / spin down)**: -20.4 / -20.4 eV

Löwdin population analysis, charges in e, atoms 1 to 6: Os 1.0601; C -0.1054; C -0.0731; C -0.0838; C -0.1084; C -0.1101



Computed, not measured: a molecular structure, C35H48N2O2PPdS2Sb2, with ωB97M-V/def2-TZVPD.

ORCA input file:
```
! wB97M-V def2-TZVPD RIJCOSX def2/J DEFGRID3
* xyz 0 2
Pd 0.50381 0.05198 0.84905
C 4.83014 0.56159 4.13657
C 4.05693 -0.23080 3.10404
O 2.63095 -0.23993 3.32668
P 1.71856 1.04425 3.07608
S -0.17734 0.45773 3.24446
S 2.21897 1.99067 1.40113
O 2.11950 1.93730 4.34459
C 1.79561 3.33785 4.40539
C 3.04632 4.13114 4.69693
H 5.89001 0.31195 4.05062
H 4.49171 0.31416 5.14386
H 4.71429 1.63390 3.98993
H 4.33879 -1.28093 3.14057
H 4.24501 0.14499 2.09499
H 1.05028 3.46170 5.19068
H 1.35409 3.65319 3.45861
H 3.55386 3.73321 5.57739
H 2.79111 5.17562 4.88660
H 3.73194 4.09126 3.84902
C -2.81132 -0.57929 0.63507
C -3.16995 -0.84156 -0.83511
C -2.88916 0.33699 -1.70428
Sb 0.55945 0.29338 -1.71586
C -0.16443 -0.71563 -3.51129
C -0.83217 -1.92997 -3.70672
C -1.22072 -2.33868 -4.97878
C -0.95655 -1.53949 -6.08228
C -0.31574 -0.32416 -5.90651
C 0.06707 0.08405 -4.63349
C 2.59863 -0.34058 -2.13437
C 3.56914 -0.26084 -1.13275
C 4.88630 -0.63945 -1.36664
C 5.26460 -1.12372 -2.60966
C 4.31341 -1.22342 -3.61795
C 3.00050 -0.83346 -3.38152
Sb -1.96453 -2.18304 1.82381
C -2.90328 -3.79702 0.75491
C -4.24477 -3.73871 0.37265
C -4.86758 -4.82802 -0.22580
C -4.15932 -6.00308 -0.43833
C -2.83173 -6.08768 -0.03945
C -2.21285 -4.99531 0.55691
C -0.05400 -2.33489 0.78289
C 1.14814 -2.27678 1.51417
C 2.35209 -2.67870 0.93604
C 2.38440 -3.13581 -0.36809
C 1.21074 -3.19463 -1.11650
C 0.01289 -2.79078 -0.55017
H -3.65884 -0.17142 1.18827
H -2.02955 0.18431 0.67505
H -4.23280 -1.10303 -0.91703
H -2.65354 -1.71984 -1.23251
H -2.97270 1.33959 -1.29362
H -2.93794 0.22850 -2.78102
H -1.06689 -2.56669 -2.88353
H -1.73289 -3.28505 -5.10618
H -1.26007 -1.85657 -7.07216
H -0.11339 0.31273 -6.75909
H 0.55999 1.04793 -4.51832
H 3.29692 0.10184 -0.15211
H 5.61829 -0.55631 -0.57145
H 6.28964 -1.42042 -2.79401
H 4.59178 -1.60817 -4.59244
H 2.28729 -0.93362 -4.18633
H -4.82272 -2.83873 0.54830
H -5.90643 -4.75892 -0.52541
H -4.64229 -6.85279 -0.90593
H -2.27760 -7.00661 -0.18982
H -1.17363 -5.08131 0.85983
H 1.12717 -1.99303 2.55741
H 3.26405 -2.64484 1.51882
H 3.32526 -3.43756 -0.81373
H 1.23397 -3.55235 -2.13925
H -0.90609 -2.90664 -1.09473
C -4.07964 4.55773 0.03752
C -2.64401 4.47249 0.54552
C -1.87022 5.72469 0.12875
C -2.65547 4.35777 2.06339
N -2.04312 3.26022 -0.07841
N -1.01235 2.59404 0.64646
H -4.58986 5.43837 0.43934
H -4.63091 3.66250 0.33290
H -4.09736 4.62240 -1.05425
H -2.27359 6.62261 0.60331
H -1.92540 5.86746 -0.95403
H -0.81698 5.63744 0.41152
H -3.17458 5.22318 2.47948
H -1.64909 4.33529 2.48503
H -3.18714 3.46004 2.39103
H -1.63457 3.51045 -0.96945
H -1.38306 2.27889 1.53368
H -0.21349 3.19282 0.85113
*
```

**Total energy**: -3368.51924 hartree
**Energy above the lowest of the compared OMol25 structures with the same formula, charge and spin**: 2.032 eV
**HOMO (spin up / spin down)**: -7.0 / -7.1 eV
**Expectation value of S²**: 0.76

Löwdin population analysis, charges in e, atoms 1 to 6: Pd 0.1230; C -0.0704; C -0.2842; O -0.3538; P -0.1411; S 0.3008



Computed, not measured: C8H11N3O5S in the gas phase, with ωB97M-V/def2-TZVPD.

ORCA input file:
```
! wB97M-V def2-TZVPD RIJCOSX def2/J DEFGRID3
* xyz 0 1
N 1.87975 1.62534 -1.41783
O -1.29022 1.88615 1.67128
O -1.24470 -1.00884 0.73932
O 2.38529 -2.82961 1.19711
N 0.95266 1.29194 -0.72490
O 0.70485 -4.20020 1.81544
O -1.65560 2.73927 -0.42239
S 2.69796 -3.25030 -1.97524
C -1.06645 1.89004 0.48837
C -0.28465 -0.52622 0.15507
C 1.27870 -3.32235 0.99596
C -0.06133 0.89859 0.00121
N 0.59442 -1.45792 -0.41320
C -1.33277 4.97263 0.52026
C -2.31870 3.89973 0.04787
C 0.96385 -3.60061 -1.52256
C 0.48670 -2.90714 -0.22868
H 1.24559 -4.32117 2.61055
H 3.32000 -3.27378 -0.76928
H 1.39066 -1.10757 -0.93632
H -1.85622 5.94303 0.69365
H -0.60330 5.16436 -0.26682
H -0.86191 4.69019 1.45542
H -2.86737 4.31725 -0.81142
H -3.02579 3.67771 0.83368
H 0.32559 -3.32846 -2.39478
H 0.78777 -4.67512 -1.33658
H -0.54477 -3.18691 -0.00517
*
```

**Total energy**: -1250.06234 hartree
**HOMO**: -9.4 eV

Löwdin population analysis, charges in e, atoms 1 to 6: N 0.2599; O 0.1551; O 0.0820; O 0.0608; N -0.0075; O 0.1433



Computed, not measured: 2 unconnected molecules or ions with the total composition C5H14, with ωB97M-V/def2-TZVPD.

ORCA input file:
```
! wB97M-V def2-TZVPD RIJCOSX def2/J DEFGRID3
* xyz 0 1
C -0.16142 1.50435 1.74004
C -0.16020 1.12414 0.31785
C 0.42679 2.35076 -0.48936
H 0.81584 1.76257 1.97822
H -0.56978 0.70967 2.38030
H -0.63685 2.54895 1.89731
H 0.28247 0.24409 -0.00478
H -1.24215 1.05936 -0.11792
H -0.16189 3.18174 -0.19357
H 1.38203 2.43739 -0.04033
H 0.47767 2.32681 -1.58540
C 0.39716 -2.12443 -1.24876
C -0.44202 -2.72894 -0.18626
H 0.82469 -2.77989 -1.91334
H -0.21475 -1.42682 -1.90023
H 1.17801 -1.46824 -0.88309
H -0.68926 -2.01904 0.62595
H 0.00057 -3.60254 0.23827
H -1.50692 -3.09993 -0.61490
*
```

**SMILES string**: CCC.CC
**Total energy**: -198.84874 hartree
**Energy above the lowest of the compared OMol25 structures with the same formula, charge and spin**: 1.100 eV
**HOMO**: -11.0 eV

Löwdin population analysis, charges in e, atoms 1 to 6: C -0.1409; C -0.3272; C -0.1025; H 0.0402; H 0.0794; H 0.1118



Computed, not measured: a gas-phase ion, C4H9NOP (charge +1), with ωB97M-V/def2-TZVPD.

ORCA input file:
```
! wB97M-V def2-TZVPD RIJCOSX def2/J DEFGRID3
* xyz 1 1
C 1.08122 1.69649 -0.32029
N 1.26076 0.45134 -0.10828
P 2.73943 -0.43962 0.05189
C 0.08636 -0.47468 -0.22186
O 0.41074 -1.60948 -0.16862
C -1.25341 0.08267 -0.02559
C -2.22899 -1.15364 -0.11044
H 1.66305 2.43596 0.00389
H 0.31176 2.09789 -0.90253
H 2.62431 -1.06011 1.27919
H 3.57983 0.58342 0.57291
H -1.41875 0.65725 0.90823
H -1.38923 1.01884 -0.71555
H -1.75666 -1.96469 -0.42630
H -3.11505 -0.90556 -0.78981
H -2.59537 -1.41606 0.97317
*
```

**SMILES string**: C=[N+](P)C(=O)CC
**Total energy**: -628.80463 hartree
**Energy above the lowest of the compared OMol25 structures with the same formula, charge and spin**: 2.544 eV
**HOMO**: -14.7 eV

Löwdin population analysis, charges in e, atoms 1 to 6: C 0.1480; N -0.2848; P 1.0159; C -0.4343; O 0.1177; C -0.1398



no.,maximum force (eV/Å)
1,2.05
2,1.08
3,1.26
4,7.68
5,5.78
6,6.34